#one
ORCA calculation (wB97M-V/def2-TZVPD) on a cluster of 2 separate species, C3H6Br2O in total.

Structure (XYZ):
```
12
Properties=species:S:1:pos:R:3:lowdin_charge:R:1
C 0.592 0.069 0.551 -0.050
C -0.914 -0.857 -0.956 -0.691
C 0.300 -0.981 -0.208 -0.881
O -1.001 2.633 -0.139 -0.044
Br -2.547 -0.794 0.038 0.642
Br 1.303 -2.538 0.093 0.749
H 0.150 1.028 0.592 0.032
H -1.683 3.247 -0.471 0.068
H 1.432 -0.015 1.180 0.039
H -1.037 0.025 -1.595 0.060
H -1.148 -1.847 -1.529 0.077
H -0.492 3.125 0.442 -0.002
```

Summary:
Highest occupied orbital energy in eV: -9.2
Multiplicity: 1
SMILES: C=C(Br)CBr.O

#two
ORCA calculation (wB97M-V/def2-TZVPD) on a structure of composition C3H6Br2O.

Structure (XYZ):
```
12
Properties=species:S:1:pos:R:3:lowdin_charge:R:1
C 0.638 1.018 1.645 -0.229
C -1.431 -1.019 -0.511 -0.393
C -0.189 0.020 2.264 -1.227
O -0.891 -1.583 0.516 -0.309
Br 0.638 -1.272 3.280 0.818
Br -1.967 0.384 2.356 0.884
H 1.753 0.841 1.318 0.147
H 0.081 1.460 0.928 0.028
H 0.713 1.742 2.421 0.079
H -0.791 -0.513 -1.195 0.049
H -2.331 -0.439 -0.154 0.033
H -1.799 -1.931 -1.145 0.121
```

Summary:
Highest occupied orbital energy (alpha / beta) in eV: -7.9 / -7.9
Multiplicity: 1

Least stable of them? #two.

#one
ORCA calculation (wB97M-V/def2-TZVPD) on the molecule C4H7N3O3S.

Structure (XYZ):
```
18
Properties=species:S:1:pos:R:3:lowdin_charge:R:1
C 1.774 -0.647 -0.230 0.044
C 0.756 -1.281 -0.735 -0.060
C 1.852 0.805 -0.006 -0.532
C -1.016 0.190 1.578 -0.133
N 0.805 1.436 -0.589 -0.008
N -0.208 0.644 -1.077 -0.166
N -0.205 -1.966 -1.189 0.176
O 2.749 1.470 0.415 0.094
O -2.217 -0.529 -0.639 -0.311
O -2.190 1.820 -0.024 -0.294
S -1.513 0.566 -0.119 0.496
H 2.601 -1.162 0.186 0.123
H -1.948 -0.014 2.220 0.103
H -0.481 -0.723 1.672 0.028
H -0.329 1.145 1.692 0.103
H 0.674 2.294 -0.106 0.141
H 0.044 -2.403 -2.058 0.144
H -1.147 -1.644 -0.991 0.050
```

Summary:
Highest occupied orbital energy in eV: -9.1
Multiplicity: 1

#two
ORCA calculation (wB97M-V/def2-TZVPD) on the molecule C4H7N3O3S.

Structure (XYZ):
```
18
Properties=species:S:1:pos:R:3:lowdin_charge:R:1
C -0.832 1.092 -1.563 0.055
C 0.444 1.009 -1.408 -0.050
C -1.778 -0.029 -1.205 -0.493
C -0.092 0.071 2.086 -0.120
N -1.168 -1.049 -0.568 -0.031
N 0.184 -1.163 -0.458 -0.194
N 1.701 1.123 -1.248 0.166
O -2.966 0.020 -1.434 0.061
O 2.144 -0.336 0.765 -0.349
O 0.997 -2.301 1.669 -0.308
S 0.867 -1.038 1.002 0.581
H -1.344 1.975 -1.917 0.136
H 0.507 0.192 2.979 0.064
H -0.237 1.015 1.578 0.053
H -1.033 -0.405 2.330 0.059
H -1.764 -1.796 -0.224 0.166
H 2.316 0.996 -2.044 0.141
H 2.054 0.625 -0.340 0.063
```

Summary:
Highest occupied orbital energy in eV: -8.9
Multiplicity: 1

Least stable of them? #one.

#one
ORCA calculation (wB97M-V/def2-TZVPD) on the ion C5H12N2 with charge -1.

Structure (XYZ):
```
19
Properties=species:S:1:pos:R:3:lowdin_charge:R:1
C -0.871 1.421 -0.915 -0.153
C -0.320 0.059 -1.164 -0.573
C 0.994 -0.057 -0.549 -0.233
C 0.925 0.098 1.089 -0.112
C 0.202 -0.867 1.834 -0.391
N 0.286 -1.326 3.256 -0.062
N -0.029 -0.235 -2.644 -0.013
H -1.148 1.510 0.144 0.043
H -0.165 2.190 -1.282 0.079
H -1.853 1.529 -1.515 0.070
H -1.064 -0.777 -0.828 0.088
H 1.716 0.739 -0.739 0.091
H 1.573 -0.849 -0.816 0.051
H 1.395 1.048 1.371 0.058
H -0.507 -1.437 1.228 0.000
H 0.688 -0.684 3.864 -0.014
H -0.711 -1.504 3.588 -0.010
H -0.382 -1.187 -2.678 0.013
H -0.730 0.329 -3.245 0.069
```

Summary:
Total charge: -1
Highest occupied orbital energy (alpha / beta) in eV: 1.3 / -4.4
Multiplicity: 2

#two
ORCA calculation (wB97M-V/def2-TZVPD) on the ion C5H12N2 with charge -1.

Structure (XYZ):
```
19
Properties=species:S:1:pos:R:3:lowdin_charge:R:1
C 1.083 1.714 0.692 -0.375
C 1.805 0.420 0.337 -0.300
C 0.878 -0.603 -0.305 -0.259
C -0.157 -1.182 0.476 -0.313
N -1.544 -1.031 0.195 -0.174
C -2.249 -1.863 -0.735 -0.217
N 0.470 2.494 -0.357 -0.031
H 0.356 1.481 1.481 0.090
H 1.719 2.386 1.303 0.085
H 2.675 0.634 -0.271 0.065
H 2.207 0.001 1.274 0.080
H 0.845 -0.542 -1.396 0.024
H 0.192 -1.633 1.407 0.035
H -2.072 -0.594 0.888 0.046
H -3.243 -2.223 -0.414 0.045
H -2.511 -1.366 -1.690 0.045
H -1.605 -2.713 -0.968 0.058
H 1.220 2.781 -0.987 0.047
H -0.066 1.839 -0.931 0.049
```

Summary:
Total charge: -1
Highest occupied orbital energy (alpha / beta) in eV: 0.2 / -1.9
Multiplicity: 2

Least stable of them? #one.